Entry 1:
DFT (ωB97M-V with the def2-TZVPD basis set) results for a 3-piece molecular cluster, C5H16NSi overall in a non-equilibrium geometry.

Geometry (Å):
1 H 2.791 1.678 -1.184
2 H -2.176 -1.312 1.291
3 C 0.684 1.278 1.644
4 H 1.480 0.952 -2.398
5 H 0.543 2.368 1.894
6 C 0.052 -2.054 -0.022
7 C 0.171 -2.016 -1.344
8 H 1.730 1.066 2.071
9 H -1.893 0.571 -1.262
10 H 0.500 -1.283 0.561
11 H 0.032 -2.897 -1.990
12 H 0.073 0.499 2.241
13 Si 0.540 0.880 -0.187
14 H 0.421 -1.068 -1.838
15 C 1.937 0.824 -1.334
16 H -0.662 1.643 -2.082
17 H -1.585 2.156 -0.790
18 H -2.004 0.249 1.819
19 C -1.096 1.323 -1.183
20 H -0.164 -2.957 0.496
21 H 2.444 -0.081 -1.284
22 N -1.719 -0.717 1.973
23 H -2.098 -1.103 2.907

Cartesian forces (eV/Å) of the 6 atoms listed first:
-2.3 -1.9 -0.1
-0.1 0.2 -0.2
1.4 -1.2 1.3
1.0 -0.3 1.8
-0.5 -1.1 -0.4
1.0 -0.4 -1.7

For the HOMO-LUMO gap, the calculation gives 8.76 eV. The LUMO energy comes out at -4.97 eV. Its charge is +1.

natural (NBO) atomic charge list, values in e, 8 entries: H 0.327; H 0.375; C -1.286; H 0.283; H 0.305; C -0.379; C -0.348; H 0.288

Entry 2:
DFT (ωB97M-V with the def2-TZVPD basis set) results for a 2-piece molecular cluster, C2H5FSi overall in a non-equilibrium geometry.

Geometry (Å):
1 H -1.174 -3.026 0.063
2 H 2.027 2.345 0.630
3 C 1.604 1.643 0.136
4 Si -2.716 -3.033 -0.523
5 H 0.058 0.244 -0.099
6 F -0.074 1.223 1.676
7 H -2.388 -1.864 -1.588
8 C 0.557 0.998 0.520
9 H 2.106 1.470 -0.814

Cartesian forces (eV/Å) of the 6 atoms listed first:
-1.4 0.1 -0.6
2.6 4.6 3.7
-0.6 -3.1 -3.9
1.6 0.8 -0.2
0.1 0.1 0.4
-0.1 0.1 0.3

For the HOMO-LUMO gap, the calculation gives 7.86 eV. The LUMO energy comes out at -1.25 eV. Its charge is 0.

natural (NBO) atomic charge list, values in e, 8 entries: H -0.281; H 0.192; C -0.485; Si 0.567; H 0.165; F -0.334; H -0.285; C 0.250

Entry 3:
DFT (ωB97M-V with the def2-TZVPD basis set) results for C28H49N2OP3SW as an isolated structure in a non-equilibrium geometry.

Geometry (Å):
1 C -0.806 -2.167 -5.119
2 W 0.004 -0.240 -2.071
3 C -1.743 -3.248 -7.050
4 H 0.731 2.806 0.668
5 C -1.609 -3.185 4.892
6 H 2.030 3.451 -4.325
7 H 0.032 2.107 -6.081
8 C 3.460 0.600 -0.829
9 H 0.101 -3.276 3.604
10 N -1.318 -1.188 6.224
11 H 3.685 -0.469 -0.935
12 H -2.542 -1.424 -6.182
13 H -2.516 -3.327 -7.789
14 H 1.663 3.281 -0.785
15 H -0.713 2.983 -4.759
16 H -1.683 -2.295 -1.367
17 C -1.016 1.073 7.204
18 H 2.504 2.799 -2.749
19 H 2.007 -0.903 1.276
20 H -3.417 -5.814 6.029
21 H -2.620 3.482 -1.223
22 C -1.299 -1.920 7.472
23 C -1.772 -2.205 -6.134
24 H 2.232 0.736 1.929
25 C 0.278 -4.085 -6.044
26 C -2.687 -5.272 5.430
27 H 3.733 1.093 -1.771
28 H -1.197 -1.504 0.211
29 H 2.528 2.783 0.704
30 H -1.177 2.044 1.084
31 C -2.614 -3.883 5.567
32 H -3.374 -0.407 -1.455
33 P 0.878 1.361 -3.908
34 C 0.507 -2.122 -1.096
35 H -1.903 1.039 7.848
36 C -0.737 -4.209 -6.985
37 H -0.904 1.351 4.249
38 H 1.087 -4.810 -6.002
39 C -0.884 -1.813 -0.790
40 H 0.594 0.073 1.661
41 P 1.683 0.830 -0.432
42 H -4.037 1.273 -1.427
43 C -0.873 -5.217 3.831
44 H -1.927 -7.012 4.408
45 C 1.617 0.118 1.260
46 H -1.247 1.354 -5.148
47 H -1.659 0.329 1.103
48 H 3.058 0.351 -4.160
49 H 1.066 -2.912 -4.365
50 C -0.364 1.993 -5.065
51 C -1.102 0.143 6.057
52 H -2.909 1.594 0.851
53 H -0.834 3.567 -0.952
54 C -1.839 -5.931 4.537
55 H 1.284 -1.934 -0.333
56 H -1.473 3.269 -2.606
57 N -1.486 -1.772 5.032
58 H -0.936 2.080 6.795
59 H -3.317 -3.333 6.194
60 C -0.703 -3.847 4.053
61 C -1.866 1.307 0.645
62 S -1.289 -0.957 -3.696
63 C -1.074 0.403 4.715
64 C -1.293 -0.834 4.014
65 C 1.658 2.940 -3.427
66 H 1.864 -0.402 -5.226
67 C 1.639 2.605 0.080
68 P -1.666 1.308 -1.169
69 H -0.724 -5.056 -7.662
70 C -1.639 3.088 -1.534
71 O -1.308 -1.107 2.801
72 H -0.138 0.895 7.828
73 C 2.213 0.553 -4.828
74 H 0.930 3.604 -2.949
75 H -3.241 0.612 -2.901
76 H -0.236 -5.726 3.116
77 H 1.292 -1.065 -2.768
78 H 4.078 1.015 -0.021
79 C 0.274 -3.048 -5.102
80 H 0.734 -2.959 -1.749
81 C -3.229 0.630 -1.801
82 H -1.151 -1.188 8.259
83 H -2.236 -2.447 7.669
84 H -0.469 -2.631 7.518
85 H 2.572 1.173 -5.658

Cartesian forces (eV/Å) of the 6 atoms listed first:
-1.0 1.1 0.6
-1.2 0.3 -1.2
0.2 0.3 0.3
0.4 0.0 -0.2
0.0 -0.8 -0.3
-0.1 -0.2 0.0

Its multiplicity is 3. For the HOMO-LUMO gap (spin up / spin down), the calculation gives 4.50 / 3.63 eV. The LUMO energy (spin up / spin down) comes out at -13.65 / -14.44 eV. Its charge is +4.

Mulliken atomic charge list, values in e, 8 entries: C 0.858; W 0.050; C -0.758; H 0.384; C 0.430; H 0.571; H 0.479; C -1.269

Entry 4:
DFT (ωB97M-V with the def2-TZVPD basis set) results for C2H2Br3OP as an isolated structure in a non-equilibrium geometry.

Geometry (Å):
1 Br -1.401 1.834 0.754
2 C 1.236 0.604 -0.815
3 P 0.047 -0.532 -0.330
4 Br -1.706 -0.527 -1.704
5 H 2.006 0.843 -0.119
6 H 1.030 1.232 -1.688
7 C -0.929 -0.119 1.231
8 Br 0.675 -2.672 0.386
9 O -0.958 -0.663 2.286

Cartesian forces (eV/Å) of the 6 atoms listed first:
-0.5 -0.6 1.2
-2.3 -1.8 0.1
1.4 0.5 -1.1
1.0 -0.4 0.3
0.6 -0.1 0.2
0.0 -0.5 0.5

For the HOMO-LUMO gap (spin up / spin down), the calculation gives 7.43 / 7.43 eV. The LUMO energy (spin up / spin down) comes out at -1.27 / -1.27 eV. Its charge is 0.

natural (NBO) atomic charge list, values in e, 8 entries: Br -0.077; C -1.042; P 1.062; Br -0.084; H 0.254; H 0.269; C 0.242; Br -0.180

Short version: ΔE to the lowest compared entry with this formula, charge and spin = 49.8, 105.2, 0.0, 49.5 kcal/mol, in the order given.